This record from the OMol25 dataset describes a cluster of 7 separate species, C59H53N3O14 in total. The level of theory is ωB97M-V/def2-TZVPD.

The total energy is -3497.446064 Eh. Its energy relative to the best compared isomer or geometry (same formula, charge and spin) is 0.0 kcal per mole.

ORCA input file:
```
! RIJCOSX wB97M-V def2-TZVPD def2/J DEFGRID3
* xyz 0 1
C 2.30153 1.35241 2.03946
C 0.89759 1.63109 1.50419
O -0.04529 1.27492 2.50793
C -1.14561 2.16470 2.66045
C -2.42346 1.34091 2.65086
O -2.93409 1.32132 1.32820
C -3.21823 0.04452 0.80283
C -2.01178 -0.61676 0.17183
C -1.38586 -1.71741 0.71745
C -1.82368 -2.43612 1.99361
N -0.77712 -3.04651 2.79276
C 0.18499 -2.10124 3.33042
C -0.27569 -2.26800 0.03087
C 0.18560 -1.75045 -1.15192
C 1.35771 -2.44176 -1.82983
C 0.91615 -3.81589 -2.29915
C 1.66019 -4.95182 -2.02397
C 1.17565 -6.19731 -2.42628
C -0.02018 -6.34976 -3.11221
C -0.57326 -7.68191 -3.53444
C -0.74073 -5.18476 -3.41254
C -0.28452 -3.93717 -3.00938
C -0.44159 -0.61546 -1.72521
N 0.02084 -0.12476 -2.90933
C -0.64584 0.89891 -3.36090
C -1.73508 1.48283 -2.68790
N -2.19260 1.03275 -1.55628
C -1.54769 -0.05645 -1.05407
H 2.49665 0.28558 1.98730
H 2.32710 1.69622 3.06716
H 3.02881 1.87346 1.42888
H 0.82553 2.68565 1.24195
H 0.71476 0.99533 0.63410
H -1.21520 2.84552 1.81425
H -1.04311 2.69089 3.61183
H -2.12602 0.33035 2.93094
H -3.15950 1.68634 3.37947
H -3.99374 0.17648 0.05372
H -3.63074 -0.64452 1.53950
H -2.41959 -1.80371 2.64133
H -2.48265 -3.24933 1.67865
H -0.31125 -3.79011 2.29384
H 0.88688 -1.70606 2.58968
H 0.79302 -2.62443 4.06947
H -0.30372 -1.28520 3.85144
H 0.23127 -3.13212 0.43730
H 1.70989 -1.85060 -2.66723
H 2.12819 -2.53816 -1.06798
H 2.59386 -4.87452 -1.48794
H 1.74482 -7.08321 -2.16993
H -0.77298 -7.63922 -4.60457
H -1.53886 -7.86033 -3.06692
H 0.10540 -8.50568 -3.33988
H -1.68376 -5.25161 -3.93607
H -0.88859 -3.07398 -3.24660
H -0.33093 1.32998 -4.30267
H -2.21477 2.34415 -3.13189
C 4.26995 4.98508 -0.59976
C 5.05828 5.58851 -1.48404
C 6.49652 5.82020 -1.19414
O 7.21896 6.37561 -1.99252
C 7.01979 5.34722 0.11457
C 6.22687 4.74574 0.99673
C 4.78968 4.52270 0.70600
O 4.05923 3.98516 1.51533
H 3.21767 4.81071 -0.78791
H 4.69997 5.93774 -2.43882
H 8.07081 5.52486 0.30402
H 6.58314 4.39833 1.95837
C 1.47634 6.10341 5.99190
C 0.88678 6.56498 4.89278
C 1.04183 5.87101 3.58967
O 0.50908 6.29648 2.58473
C 1.87362 4.64407 3.55728
C 2.46580 4.18467 4.65647
C 2.31336 4.87587 5.96022
O 2.85015 4.45881 6.96368
H 1.37902 6.59233 6.95293
H 0.27381 7.45760 4.89255
H 1.97404 4.15794 2.59825
H 3.08173 3.29468 4.65406
C 2.30264 9.63835 0.64151
C 2.59532 8.55905 -0.07820
C 2.92779 8.66418 -1.52062
O 3.19143 7.67650 -2.17560
C 2.92340 10.01563 -2.13109
C 2.63130 11.09555 -1.41162
C 2.29855 10.99280 0.03249
O 2.03417 11.97625 0.68796
H 2.05451 9.58464 1.69380
H 2.60104 7.56289 0.34685
H 3.16921 10.06708 -3.18409
H 2.62131 12.09127 -1.83600
C 2.45028 -8.76281 0.70213
C 1.61691 -7.74527 0.89981
C 1.97874 -6.61225 1.78875
O 1.21983 -5.68222 1.96575
C 3.30609 -6.65867 2.45048
C 4.13895 -7.67759 2.25575
C 3.77761 -8.81040 1.36522
O 4.53828 -9.73592 1.18562
H 2.20714 -9.59658 0.05570
H 0.64522 -7.68750 0.42547
H 3.55038 -5.82267 3.09355
H 5.11095 -7.73193 2.72903
C -2.43167 -3.03241 -7.05936
C -2.52625 -3.36282 -8.34434
C -3.44499 -4.43759 -8.79762
O -3.53062 -4.74068 -9.96729
C -4.25463 -5.12841 -7.76163
C -4.15970 -4.79771 -6.47670
C -3.24149 -3.72283 -6.02538
O -3.15361 -3.42059 -4.85455
H -1.76732 -2.25388 -6.70582
H -1.94538 -2.87243 -9.11494
H -4.91794 -5.90808 -8.11371
H -4.73980 -5.28838 -5.70533
C -7.68821 -1.24838 4.05371
C -8.11787 -2.17427 3.20078
C -7.92820 -2.02028 1.73610
O -8.32087 -2.86351 0.95928
C -7.23955 -0.79422 1.26074
C -6.81075 0.13245 2.11366
C -6.99982 -0.02187 3.57785
O -6.60572 0.81966 4.35584
H -7.81595 -1.34064 5.12473
H -8.62107 -3.07569 3.52644
H -7.10957 -0.70254 0.18975
H -6.30524 1.03305 1.78622
*
```